Entry from the OMol25 dataset: a molecular structure, C15H30BrNOOsP2 in a non-equilibrium geometry (the ωB97M-V functional and the def2-TZVPD basis).

The geometry in XYZ format:
```
51
Properties=species:S:1:pos:R:3:forces:R:3
Os 0.1413 -0.0072 0.3116 0.12 1.88 2.34
P 2.2005 -0.4057 -0.6709 2.60 0.16 -1.40
P -2.1345 0.5332 1.3671 -1.41 0.39 0.46
N -0.6103 0.0549 -1.3141 -2.61 -0.47 -4.22
H 0.0086 -1.5845 0.5707 0.27 -1.97 -0.65
C 2.9453 -2.1138 -0.8427 -0.60 0.46 0.17
H 3.9178 -2.0719 -1.3409 -0.13 0.23 0.04
H 2.2670 -2.7210 -1.4429 -0.01 -0.06 0.13
H 3.0709 -2.5631 0.1418 -0.11 -0.05 -0.05
C 3.6537 0.5063 0.0633 -0.60 -0.30 -0.06
H 4.5797 0.2522 -0.4485 -0.02 -0.11 -0.13
H 3.7448 0.2719 1.1221 0.06 0.06 -0.11
H 3.4657 1.5719 -0.0446 -0.02 0.07 0.09
C 2.3373 0.1715 -2.4336 -0.20 -0.25 0.63
H 3.3522 0.0353 -2.8109 -0.02 -0.06 0.10
H 2.0766 1.2298 -2.4640 -0.10 -0.08 -0.09
H 1.6385 -0.4046 -3.0408 -0.02 0.15 -0.05
C -3.2804 -0.8266 2.0320 0.78 -0.56 0.42
H -4.2108 -0.4979 2.5170 0.07 0.43 -0.78
H -2.7454 -1.3880 2.8312 -0.67 0.70 -0.80
H -3.4300 -1.5782 1.2431 -0.30 0.40 0.07
C -2.0559 1.6892 2.8154 0.21 0.10 0.26
H -3.0437 1.8434 3.2999 0.50 -0.18 -0.44
H -1.6590 2.6642 2.4856 -0.20 -0.36 0.04
H -1.3562 1.2860 3.5753 -0.42 0.11 -0.50
C -3.3778 1.3812 0.2426 0.84 -0.28 0.39
H -4.3118 1.6013 0.7637 0.12 -0.07 0.02
H -3.5663 0.7204 -0.6041 -0.03 0.03 0.00
H -2.9289 2.2995 -0.1297 -0.04 0.09 -0.08
C -1.1801 0.1975 -2.5475 -0.36 0.38 -1.08
C -2.1657 -0.7268 -4.6669 -0.16 0.75 -0.48
C -1.6499 -0.9094 -3.3997 0.83 0.41 1.64
C -1.3559 1.5017 -3.1789 0.59 -0.60 1.21
C -1.8776 1.6759 -4.4487 -0.26 -0.22 -0.46
C -2.2911 0.5721 -5.2178 0.19 -0.22 0.48
H -2.4905 -1.5803 -5.2773 0.20 0.30 0.45
H -1.5493 -1.9061 -2.9707 -0.07 0.10 -0.18
H -1.0238 2.3553 -2.5817 -0.14 -0.13 -0.26
H -1.9760 2.6862 -4.8784 0.10 -0.54 0.36
H -2.7041 0.7145 -6.2224 0.19 -0.07 0.45
C 1.7689 -0.1420 2.9787 -0.57 -0.17 -0.72
O 1.4902 0.5963 1.9768 0.23 -0.97 2.78
C 2.2299 -1.5741 2.8109 -0.27 -0.90 -0.98
H 2.2695 -2.1356 3.7441 0.17 0.37 0.09
H 3.1860 -1.6092 2.3051 0.70 0.22 0.08
H 1.5211 -2.1734 2.1820 1.05 0.82 0.29
C 1.8784 0.3863 4.4077 -0.16 0.63 -0.62
H 1.3546 -0.2205 5.1617 0.11 -0.07 -0.66
H 1.4816 1.4011 4.4395 0.07 0.01 0.06
H 2.9366 0.4105 4.6932 -0.04 -0.02 -0.12
Br -0.5417 -1.4702 2.8954 -0.45 -0.50 1.91
```
Forces are in eV/Å.

Results
gap between HOMO and LUMO (alpha / beta)	5.26 / 6.38	eV
E_tot	-110662.248	eV
spin multiplicity	5
LUMO (alpha / beta)	0.433 / -1.362	eV